Entry 1:
C25H48BN8OPReS2 | ωB97M-V/def2-TZVPD

```
87
Properties=species:S:1:pos:R:3:forces:R:3:lowdin_spin:R:1
C -1.342325 -2.282638 -1.541621 0.0 -0.1 -0.3 0.007
N -1.963703 1.582278 -0.841017 0.2 -0.1 -0.1 0.016
H 5.435992 -3.831762 -1.072988 0.1 -0.3 -0.1 0.000
H -4.610563 0.566256 4.554260 0.0 0.2 0.0 0.000
C 3.973571 4.080385 -0.846348 -0.5 0.7 0.1 0.001
H -0.421498 -2.229722 -1.002669 0.5 -0.2 0.6 0.007
H -1.323506 1.025118 -2.779132 0.0 -0.3 0.1 0.000
H -3.307679 -3.614793 -3.038784 0.0 0.4 -0.3 0.000
C 3.793056 2.058246 0.019415 0.2 0.2 -0.7 0.034
H -2.649143 2.528652 0.916887 0.3 -0.1 0.0 0.000
H -1.014123 -2.298129 -2.587436 -0.3 -0.1 -0.2 0.000
H -1.239777 -0.897487 2.362716 0.9 0.1 0.1 0.005
H -5.186863 -2.072145 -2.197783 0.0 -0.2 -0.2 0.000
H 5.040638 3.387516 -2.612281 0.2 0.0 -0.5 0.000
H -4.474470 -2.103937 -0.610664 0.1 -0.2 0.0 0.000
O 1.416577 -1.937450 1.698091 0.0 -0.2 0.2 0.094
C 5.752160 -1.656851 -1.347088 0.1 0.6 -0.1 0.004
H 1.059997 -1.265891 3.620361 -0.1 0.2 0.2 0.001
N -2.613199 0.127114 1.197419 0.7 -0.1 0.3 0.001
N 3.491690 3.370090 0.216227 0.5 -0.9 -0.2 0.003
H 1.756294 -3.373834 4.731171 0.0 -0.1 0.1 0.001
C 1.721591 -1.969727 3.133831 0.1 -0.7 0.0 0.014
H 1.761121 3.671422 1.359426 0.3 0.0 0.1 0.000
C -4.538381 1.076318 2.433274 0.5 -0.2 -0.2 0.000
H -1.629338 -4.405572 -1.579444 0.2 0.0 0.0 0.000
H -5.577562 1.351616 2.302459 -0.2 -0.1 0.1 0.000
S 2.154432 -0.311754 -2.079764 0.1 -0.3 0.3 0.146
C -0.375606 3.973969 -1.268040 -0.3 0.2 0.4 0.000
C -4.234785 -2.177531 -1.679244 0.1 0.8 0.1 0.000
H 5.010599 0.996551 -3.149104 0.1 -0.1 0.6 0.002
H 2.284059 -4.038086 3.178705 0.2 -0.2 0.0 0.000
C 3.625484 -1.208896 -1.678107 0.6 -0.3 -0.2 0.028
H -0.065936 3.097601 -3.258387 0.0 0.1 0.1 0.000
H -3.814017 -0.013473 -1.869365 -0.2 0.0 0.3 0.000
H 2.756138 -1.637765 3.201292 -0.1 0.1 0.1 0.001
H -3.128971 -0.997961 -3.106512 0.1 -0.1 -0.2 0.000
N 4.452927 1.928338 -1.152049 -0.8 0.8 0.5 0.001
H -2.508461 -0.838228 4.485326 -0.3 0.2 -0.5 0.000
C -4.018392 0.465985 1.129896 -1.2 -0.2 -0.3 0.000
N -0.201313 -0.281117 0.291518 -0.3 -0.1 -0.1 0.187
H 0.514558 -2.264601 1.582430 -0.2 -0.1 0.0 0.009
H -3.973539 2.001160 2.574982 -0.1 0.1 0.2 0.000
H -4.196930 1.162798 0.314048 0.1 0.0 -0.1 0.000
P -1.724250 0.106904 -0.180890 0.5 -0.2 0.0 0.035
H 2.910561 5.009612 1.301116 0.0 0.1 0.0 0.000
C -2.185692 2.790119 -0.031904 -1.0 0.2 0.2 0.001
H -2.953657 3.389248 -0.557715 0.4 -0.1 0.0 0.001
N 3.785003 -2.551467 -1.506823 -1.2 -0.3 -0.1 0.010
H 0.568132 -3.814444 3.494141 -0.1 0.2 0.0 0.000
H -1.092098 4.455208 0.766081 0.0 0.2 -0.1 0.000
C 5.093886 -2.846014 -1.298237 0.2 0.8 0.1 0.003
C 4.540214 3.204173 -1.693113 0.1 -0.7 0.4 0.002
N -2.073218 -1.040267 -1.315692 0.2 0.8 0.5 0.006
Re 1.586538 -0.343382 0.193186 0.0 0.0 -0.8 2.255
H 6.398769 1.013479 -1.646903 -0.2 -0.4 -0.2 0.001
C -2.296246 -0.764703 2.331740 -0.6 -0.3 -0.2 0.007
H -1.054761 4.723968 -1.726582 0.3 -0.4 0.4 0.000
H 2.526956 -3.878062 -0.501033 0.0 -0.2 0.5 0.001
B 5.245131 0.807353 -1.962305 0.3 0.4 -0.1 0.005
C 1.561742 -3.393205 3.662577 0.1 0.6 -0.2 0.003
H 0.584193 4.449930 -1.124227 0.3 0.3 -0.2 0.000
H -2.336498 -3.702792 -0.160515 0.0 0.4 0.0 0.000
C -2.791232 -0.168768 3.645888 0.4 -0.2 0.4 0.001
H 6.789860 -1.396189 -1.251803 0.1 -0.2 0.0 0.000
H 3.281475 3.601304 2.283272 0.2 -0.2 0.3 0.000
C -0.231648 2.783890 -2.225248 -0.1 -0.5 0.8 0.003
S 3.297224 0.834378 1.193647 0.5 0.4 0.0 0.082
H -4.582090 -0.446455 0.872247 -0.1 0.2 0.2 0.000
H -2.706720 -1.776311 2.156756 -0.3 0.3 0.1 0.000
H 3.817972 5.149317 -0.925098 0.2 -0.2 0.0 0.000
C 2.828629 3.931844 1.366316 -0.9 0.3 -0.1 0.000
H 2.966040 -4.402144 -2.117553 0.3 -0.4 -0.4 0.000
H -4.843180 -0.800553 3.503708 0.0 0.2 -0.1 0.000
H -4.066823 -4.350403 -1.706827 -0.4 0.0 0.2 0.000
H -2.231506 0.758595 3.801477 0.0 0.1 0.1 0.000
H 0.635809 2.150521 -1.939247 -0.3 0.3 0.0 0.004
C -0.912908 3.580242 0.144925 0.1 -0.1 -1.1 0.001
C -3.497211 -3.467285 -1.978619 -0.1 -0.6 0.3 0.000
C -1.500019 1.920970 -2.193553 0.0 0.0 -0.7 0.001
H 1.816265 -3.081807 -1.898687 0.1 -0.1 0.0 0.003
C 2.717717 -3.559231 -1.508075 -0.4 1.1 0.0 0.006
C -2.172095 -3.527670 -1.231562 0.2 0.0 -0.2 0.001
H -2.308137 2.447421 -2.715287 0.0 0.0 0.2 0.000
C -4.283172 0.140253 3.610284 0.0 -0.3 -0.1 0.000
H -0.203729 2.952608 0.687128 0.2 -0.1 0.0 0.000
C -3.339775 -0.978354 -2.035407 -0.5 -0.2 -0.4 0.000
N 4.843742 -0.653887 -1.587488 -0.2 -0.4 0.1 0.006
```
Forces are in eV/Å.

2S+1   4
Strongest force on any atom   1.291 eV/A
Charge   +2
HOMO level (spin up / spin down)   -13.7 / -14.1 eV
Lowest unoccupied orbital energy (spin up / spin down)   -6.67 / -6.74 eV
Orbital gap (spin up / spin down)   0.25678 / 0.26950 hartree
Electronic energy   -74427.816 eV
ΔE to the lowest compared entry with this formula, charge and spin   0.0 kJ/mol



Entry 2:
C25H48Cl3FeN4O3SSi | ωB97M-V/def2-TZVPD

```
86
Properties=species:S:1:pos:R:3:forces:R:3:lowdin_spin:R:1
C 0.053485 -0.297897 2.491114 -1.0 -0.1 -0.7 0.055
S 0.290156 -0.263356 0.805573 1.5 0.9 0.4 0.246
H -1.029475 -4.900231 -4.554796 0.3 0.2 0.2 0.000
H 0.270452 -5.695907 -3.669111 -0.1 0.1 -0.2 0.000
H 3.693374 -2.555071 0.282762 -0.1 0.3 -0.1 0.000
H -0.837687 6.669560 2.915369 0.0 -0.1 -0.2 0.000
H -2.116813 3.939759 1.941166 0.4 -0.1 0.0 0.000
C 2.381810 -0.868455 2.869265 0.3 0.0 -0.3 0.003
C 1.160618 4.711328 2.381572 0.0 0.1 0.0 0.000
H -3.219416 0.038450 2.624156 0.1 0.0 -0.1 0.001
Cl -3.964446 0.431353 -5.488874 -0.1 -0.7 -0.7 0.156
H 3.735089 -1.374590 -3.346708 -0.2 0.1 0.1 0.000
Si -0.499783 3.082393 -3.012904 -1.3 0.6 -0.2 0.001
C -0.888062 -1.839431 -1.402323 -1.0 -0.4 0.1 0.020
H 1.365975 5.087769 3.394268 0.0 -0.1 -0.1 0.000
H -2.125141 0.833228 1.441653 -0.1 -0.2 0.2 0.002
H -0.978487 4.282796 -5.125716 -0.2 -0.3 0.0 0.004
H 1.290929 -2.782108 -0.214979 -0.5 -0.3 0.4 0.000
H 0.635369 -4.276840 -4.652557 -0.3 0.0 0.3 0.000
H -2.970305 -2.827930 -0.000255 0.2 -0.3 0.2 0.000
C -2.297537 -0.067995 2.044628 -0.3 0.1 -0.2 0.010
C 0.405007 -3.164503 0.302388 -0.2 -0.3 0.0 0.006
H -0.187182 6.741771 1.260448 -0.2 -0.1 0.1 0.000
O 3.639908 -0.554892 -0.261273 -0.1 -2.1 -0.2 0.001
N 2.936987 -2.284793 -1.627355 1.0 0.1 0.5 0.000
C 2.793352 -1.404861 -2.772258 -0.2 0.1 -0.1 0.001
H 3.065039 -0.873785 3.726482 -0.1 -0.2 -0.3 0.000
H -1.170799 5.400366 -2.481033 0.0 -0.2 0.1 0.000
H 1.877938 3.125879 -2.236184 -0.2 -0.1 -0.4 0.000
H 3.502715 -4.224022 -1.054629 -0.1 0.1 -0.3 0.000
H -2.120775 4.271352 -1.495498 0.2 -0.1 -0.3 0.001
H 2.800088 -0.250400 2.059145 0.0 -0.2 0.2 0.001
C -1.041227 3.715195 2.118604 0.3 -0.8 0.3 0.000
C 0.471787 -4.053255 1.372023 0.1 0.2 -0.4 0.000
H -1.506834 0.596160 4.883285 0.0 -0.3 0.0 0.000
H -2.050842 -1.526491 -4.050186 0.4 0.0 0.2 0.000
N 1.108242 -0.355297 3.357177 0.0 0.1 0.1 0.038
H -2.876830 -4.505344 1.882445 0.3 0.1 0.0 0.000
H 2.530350 -0.403478 -2.417458 0.0 -0.3 -0.1 0.000
H -0.643259 -5.249057 2.767985 -0.1 0.1 -0.2 0.000
H 0.818798 0.251809 5.361836 0.1 0.3 -0.1 0.001
H -1.937110 -1.461972 -1.459509 0.2 0.1 0.1 0.000
O 0.011010 -0.790460 -1.353664 0.0 -0.7 0.1 0.549
C 3.461731 -1.764507 -0.463962 0.0 1.6 -0.7 0.000
Fe -3.236427 1.851281 -4.093643 -0.3 -0.1 0.8 3.605
C -0.981846 -1.793958 -3.952207 0.1 0.0 -0.3 0.003
H 1.479316 3.670022 2.298239 -0.1 0.2 0.0 0.000
C 3.121949 -3.697576 -1.939822 -0.3 0.0 0.1 0.000
H 1.717845 5.335028 1.674250 0.0 -0.2 0.1 0.000
Cl -4.401825 3.320538 -2.976787 -0.4 0.4 0.3 0.149
H -0.984533 2.530943 -5.455588 -0.2 0.2 0.2 0.003
O -0.623652 2.581513 2.345133 -0.6 1.0 -0.1 0.000
H 1.587170 4.057678 -3.740379 -0.2 -0.4 0.3 0.000
H -0.462276 4.641287 -1.050415 0.0 -0.1 -0.2 0.000
H -0.709345 -2.356642 -4.851717 0.0 0.2 0.1 0.000
H -0.225965 -4.440800 -1.794207 0.0 0.3 -0.3 0.000
C -0.348342 -3.902968 -2.739025 -0.4 0.8 0.3 0.005
C -0.840953 -2.748307 -0.175722 0.0 0.0 -0.6 0.011
C -2.024731 -3.199504 0.405121 0.7 -0.1 -0.1 0.007
H 2.254607 -1.893507 2.497503 0.0 0.3 0.1 0.000
C -1.949454 -4.110554 1.463776 -0.1 0.0 0.0 0.001
H 1.459451 -4.383359 1.710608 -0.4 0.0 0.1 0.000
H -2.389021 -0.934817 1.370454 0.0 0.4 0.3 0.003
C -1.122433 4.461744 -1.909482 0.1 0.1 0.4 0.000
C -1.294334 3.301566 -4.729352 0.3 0.1 0.2 0.027
H -0.770299 -1.047418 4.867697 -0.3 0.2 -0.2 0.000
C -0.113859 -4.712627 -3.966833 0.2 -0.7 -0.6 0.001
H -0.387447 -0.866257 -3.916465 -0.3 -0.2 -0.1 0.001
C -0.716827 -2.610171 -2.722626 0.4 -0.5 0.5 0.024
H -1.825866 6.080372 1.541193 0.3 0.1 0.1 0.000
H 0.728025 1.584973 4.148896 0.1 -0.3 0.1 0.001
C 1.341075 3.120927 -3.198357 0.3 -0.4 0.0 -0.001
N -1.198036 -0.254958 2.971888 0.4 -0.1 0.4 0.002
H 2.299777 0.831332 4.574004 -0.3 0.1 0.0 0.000
H 2.002086 -1.794824 -3.426330 0.1 0.1 0.2 0.000
H -2.502211 -0.832193 4.483114 0.3 0.1 0.0 0.000
C -0.807537 6.149912 1.944114 -0.1 -0.1 0.0 0.000
C -0.709045 -4.535995 1.946674 0.0 0.1 0.0 0.004
H 1.677372 2.269015 -3.813573 0.1 0.3 0.3 0.000
Cl -1.576287 1.312958 -2.380140 0.8 0.6 -0.2 0.042
H 2.160979 -4.147788 -2.234049 0.3 0.1 0.1 0.000
C 1.229589 0.645435 4.423148 -0.1 -0.1 0.2 0.003
H 3.825478 -3.818503 -2.779986 -0.1 0.0 0.3 0.000
H -2.414627 3.412180 -4.664557 0.9 0.4 -0.4 0.006
N -0.254446 4.810142 2.070104 0.0 0.3 0.0 0.000
C -1.503793 -0.388165 4.386032 -0.2 0.0 0.1 0.000
```
Forces are in eV/Å.

2S+1   6
Strongest force on any atom   2.164 eV/A
Charge   0
HOMO level (spin up / spin down)   -7.4 / -7.4 eV
Lowest unoccupied orbital energy (spin up / spin down)   0.40 / -0.70 eV
Orbital gap (spin up / spin down)   0.28488 / 0.24553 hartree
Electronic energy   -129475.097 eV
ΔE to the lowest compared entry with this formula, charge and spin   334.0 kJ/mol